# 1
Computed, not measured: a 3-piece molecular cluster, C34H53N3O4S overall at a distorted geometry, with ωB97M-V/def2-TZVPD.

```
95
C34H53N3O4S, DFT ωB97M-V/def2-TZVPD
C -7.71879 2.32465 6.14194
C -6.78119 1.25339 5.40420
O -6.04711 1.97946 4.35416
C -5.62338 0.90345 3.44182
C -4.54277 1.39174 2.36589
O -4.17130 0.35555 1.41241
N -4.75452 -0.85621 1.73584
C -5.64978 -1.20206 0.60732
C -6.32330 -0.01101 -0.17724
C -7.32555 -0.26555 -1.36238
C -7.72541 -1.71046 -1.83634
C -7.03465 -2.88864 -1.05596
C -6.03514 -2.62610 0.13168
S -5.27567 -4.08273 1.01395
C -3.68030 -3.34363 1.65376
C -2.44492 -4.28625 1.90155
C -1.08401 -3.73790 2.47017
C -1.04390 -2.18852 2.72903
C -2.27499 -1.24780 2.46129
C -3.64000 -1.81576 1.91261
H -7.31308 3.37089 5.89856
H -8.78705 2.25192 5.70188
H -7.79097 2.19043 7.27481
H -6.05500 0.69681 6.08891
H -7.43847 0.43728 4.90687
H -6.59057 0.58652 2.88831
H -5.22727 0.05804 4.12246
H -4.98255 2.26232 1.73849
H -3.60806 1.84746 2.87785
H -6.15150 1.08883 0.08203
H -7.81206 0.64029 -1.88336
H -8.47989 -1.88521 -2.68230
H -7.32423 -3.96010 -1.36578
H -2.55155 -5.41032 1.66798
H -0.18300 -4.39818 2.68686
H -0.05276 -1.78757 3.16147
H -2.10922 -0.14956 2.72284
C -0.60231 -3.04019 -3.61679
C 0.19937 -3.12862 -2.29474
C -0.34048 -2.09020 -1.28659
C 0.06681 -0.65809 -1.61860
C 1.57693 -0.54983 -1.80261
C 2.14169 -1.56371 -2.81998
N 1.65990 -2.95721 -2.57361
O 2.34482 -3.44458 -1.50101
C 1.77248 -1.12364 -4.25656
C 3.68978 -1.45940 -2.80248
C -0.13674 -4.54631 -1.75842
H -0.06703 -3.52486 -4.43879
H -1.56897 -3.54539 -3.52957
H -0.84157 -2.01894 -3.91045
H 0.01878 -2.32673 -0.27839
H -1.43391 -2.14710 -1.23954
H -0.45283 -0.30695 -2.51516
H -0.24831 0.00573 -0.80655
H 1.82702 0.47118 -2.11136
H 2.05564 -0.69612 -0.82642
H 2.05806 -1.88638 -4.98750
H 2.29832 -0.20307 -4.52945
H 0.71678 -0.89824 -4.39120
H 4.11432 -1.63585 -1.81098
H 4.01475 -0.45806 -3.10057
H 4.14051 -2.17177 -3.50120
H 0.22991 -5.32122 -2.43937
H -1.21864 -4.67709 -1.66133
H 0.28143 -4.73394 -0.76627
C 5.66077 4.99343 0.28263
C 4.70750 3.85414 -0.15510
C 4.40541 2.93460 1.04928
C 5.57241 2.02493 1.42176
C 6.06104 1.24139 0.20810
C 6.38907 2.13751 -1.00495
N 5.29921 3.11298 -1.31269
O 4.29187 2.42437 -1.92011
C 7.71711 2.89101 -0.75432
C 6.72162 1.22051 -2.21171
C 3.39995 4.59864 -0.53803
H 6.13379 5.46910 -0.58153
H 5.12027 5.77989 0.81791
H 6.43950 4.66611 0.97027
H 3.53387 2.30672 0.83019
H 4.13194 3.53883 1.92154
H 6.39162 2.60591 1.85572
H 5.25201 1.32498 2.20051
H 6.94244 0.65615 0.49195
H 5.28920 0.51166 -0.06592
H 7.91067 3.62136 -1.54585
H 8.56321 2.19657 -0.74302
H 7.75874 3.40486 0.20366
H 5.90976 0.53128 -2.45393
H 7.59683 0.59899 -2.00013
H 6.94893 1.81145 -3.10480
H 3.56200 5.26315 -1.39261
H 3.04588 5.21290 0.29514
H 2.58074 3.91770 -0.78209
```

Calculated values
**LUMO (alpha / beta)**: 0.27 / -0.15 eV
**Multiplicity**: 3
**Energy**: -2190.17754 a.u.
**Gap between HOMO and LUMO (alpha / beta)**: 8.06 / 7.64 eV

Mulliken population analysis, charges in e, atoms 1 to 2: -0.929, -0.161

---

# 2
Computed, not measured: the molecule C7H11NO at a distorted geometry, with ωB97M-V/def2-TZVPD.

```
20
C7H11NO, DFT ωB97M-V/def2-TZVPD
C -0.70018 0.80448 1.49327
C 1.56687 1.35032 -0.68118
C 0.97289 0.04776 -0.22797
C -1.12923 -0.32448 0.61685
N 1.51625 -1.08998 -0.79682
C -1.07354 0.27502 -0.98726
C 0.38153 -0.14890 1.08841
C -1.86241 -1.48788 0.63172
O -1.54167 1.35772 -1.27217
H 1.14137 -1.97340 -0.47403
H 1.84048 -1.01613 -1.75133
H -1.09141 -0.58393 -1.69657
H -0.72861 1.80402 1.07086
H -1.03562 0.71684 2.51971
H 0.83067 -0.80877 1.82314
H 0.90338 2.17828 -0.44338
H 2.53459 1.51075 -0.19529
H 1.72782 1.34258 -1.76162
H -2.85163 -1.51179 0.19180
H -1.40155 -2.44250 0.85187
```

Calculated values
**Energy above the lowest of the compared OMol25 structures with the same formula, charge and spin**: 476.2 kJ/mol
**LUMO (alpha / beta)**: 0.16 / 0.09 eV
**Energy**: -403.15259 a.u.
**Gap between HOMO and LUMO (alpha / beta)**: 7.43 / 6.86 eV

Mulliken population analysis, charges in e, atoms 1 to 2: -0.722, -1.337

---

# 3
Computed, not measured: C19H27N7O6Pd as an isolated structure at a distorted geometry, with ωB97M-V/def2-TZVPD.

```
60
C19H27N7O6Pd, DFT ωB97M-V/def2-TZVPD
O 1.07810 3.67067 -3.33751
H 1.55993 4.32944 -3.85449
Pd 0.77647 1.00411 -1.27087
N -0.72289 1.12981 -2.63014
N -0.62617 2.18099 -0.33788
N 1.92458 -0.65449 -1.53456
N 1.76873 0.67003 0.54697
O -0.78529 0.34858 -3.60743
O 1.95127 -1.30454 -2.73856
O 1.34416 1.15997 1.72321
O -0.75574 2.35494 0.92176
C -1.52461 2.75384 -1.17891
C -1.50298 2.23922 -2.48807
C 2.82517 -1.01226 -0.62666
C 2.69983 -0.30284 0.60728
C -2.16191 2.80167 -3.68256
H -1.46225 3.45654 -4.22215
H -3.03201 3.39585 -3.40027
H -2.47858 2.00080 -4.36012
C -2.44125 3.79050 -0.66208
H -1.87857 4.69017 -0.37763
H -2.97265 3.42264 0.22502
H -3.17677 4.06807 -1.42525
C 3.81366 -2.07628 -0.92348
C 3.37183 -0.71259 1.86426
H 4.05126 -2.09201 -1.99367
H 3.43352 -3.06825 -0.64419
H 4.73203 -1.89881 -0.35573
H 2.87194 -0.26880 2.73018
H 4.42113 -0.38854 1.87108
H 3.36167 -1.80690 1.96892
H 1.19802 -0.91966 -3.26674
H 0.47263 1.67532 1.46148
C 1.93629 3.13986 -1.29919
H 1.42405 3.85556 -2.00800
H 2.89708 2.80763 -1.69585
H 2.04920 3.43358 -0.25600
O 1.62071 1.35160 -3.12101
H 1.52309 2.49496 -3.35630
H 2.49284 0.89134 -3.21385
N -2.22010 -5.87526 6.64208
C -2.12082 -5.14020 5.73735
C -2.00130 -4.23538 4.61973
C -0.87027 -3.41710 4.49421
C -0.74264 -2.54807 3.40540
C -1.75800 -2.50185 2.43920
C -2.90407 -3.29539 2.56998
C -3.01690 -4.16690 3.65821
N -1.61200 -1.66214 1.31657
C -2.58545 -1.35641 0.37323
C -1.99460 -0.55814 -0.56303
N -0.69189 -0.33985 -0.18821
C -0.45828 -1.04228 0.89912
H -0.08864 -3.46271 5.25355
H 0.13327 -1.90447 3.32577
H -3.69937 -3.25643 1.82612
H -3.89817 -4.79955 3.76182
H -3.59582 -1.71920 0.42577
H -2.43861 -0.14783 -1.45628
H 0.48615 -1.18254 1.40840
```

Calculated values
**Energy above the lowest of the compared OMol25 structures with the same formula, charge and spin**: 245.5 kJ/mol
**LUMO (alpha / beta)**: -0.92 / -1.01 eV
**Multiplicity**: 3
**Energy**: -1702.34050 a.u.
**Gap between HOMO and LUMO (alpha / beta)**: 5.66 / 5.95 eV

Mulliken population analysis, charges in e, atoms 1 to 2: -0.716, 0.162

---

# 4
Computed, not measured: a 9-piece molecular cluster, C9H36O9 overall at a distorted geometry, with ωB97M-V/def2-TZVPD.

```
54
C9H36O9, DFT ωB97M-V/def2-TZVPD
C -2.57331 -1.21364 0.85416
C -1.99201 -1.02156 -0.65306
C -2.13612 -2.27501 -1.50218
O -2.70178 0.11106 -1.24729
H -2.36565 -0.30996 1.41125
H -2.17994 -2.09957 1.41069
H -3.66268 -1.40161 0.84283
H -0.94055 -0.77090 -0.46528
H -3.20458 -2.59036 -1.57071
H -1.68950 -3.09651 -0.91802
H -1.57372 -2.18929 -2.45825
H -2.28616 0.82743 -0.73934
C 2.32540 1.11343 4.07620
C 1.72782 1.44909 2.70058
C 2.79417 1.51737 1.58458
O 0.58124 0.66544 2.40790
H 1.60705 1.38271 4.92138
H 3.29350 1.58266 4.28211
H 2.34607 0.02591 4.12058
H 1.26884 2.42776 2.72357
H 3.35198 0.51833 1.55230
H 3.43621 2.35563 1.73115
H 2.28866 1.69201 0.57398
H 0.94424 -0.17363 2.16892
C 1.60000 -1.91176 -3.70660
C 2.19651 -1.99495 -2.28440
C 3.61207 -1.50386 -2.13830
O 1.33032 -1.34256 -1.30447
H 1.46461 -0.89401 -4.05782
H 0.69134 -2.45004 -3.78181
H 2.36090 -2.47928 -4.31348
H 2.29160 -3.06050 -1.96152
H 4.18475 -2.04485 -2.96574
H 3.95230 -1.49606 -1.09395
H 3.52620 -0.46303 -2.48020
H 0.88755 -0.56790 -1.72134
O -3.53702 2.18282 1.81811
H -3.62291 1.31830 1.46084
H -3.41726 2.05690 2.75943
O -0.02562 0.72964 -2.49766
H -0.70698 0.84159 -3.19055
H -0.05539 1.48599 -1.96736
O -3.15958 3.68524 -4.03816
H -3.56196 3.88347 -3.16368
H -3.87018 3.84572 -4.69673
O -1.84258 0.22712 4.14993
H -1.65757 0.11656 5.05708
H -1.05086 0.19641 3.60910
O -0.71082 2.14738 0.19212
H -0.39141 1.58570 0.94681
H -1.23589 2.83366 0.56108
O 1.00298 -1.82511 1.24718
H 0.97777 -1.65907 0.27583
H 0.10795 -1.97034 1.47824
```

Calculated values
**Energy above the lowest of the compared OMol25 structures with the same formula, charge and spin**: 80.8 kJ/mol
**LUMO**: 0.51 eV
**Energy**: -1041.64002 a.u.
**Gap between HOMO and LUMO**: 10.34 eV

Mulliken population analysis, charges in e, atoms 1 to 2: -0.995, 1.587

---

# 5
Computed, not measured: C33H27CdClN3O7S2Sb as an isolated structure at a distorted geometry, with ωB97M-V/def2-TZVPD.

```
75
C33H27CdClN3O7S2Sb, DFT ωB97M-V/def2-TZVPD
Cd -0.81581 -0.00169 1.16768
O -2.82561 0.52231 0.92228
C -3.24791 1.24731 1.89508
C -4.10551 2.34091 1.61138
C -4.58701 3.17411 2.58578
C -4.24901 2.96701 3.92228
C -3.45901 1.89111 4.25258
C -2.96231 1.01021 3.28678
C -2.16161 -0.09229 3.72528
N -1.62781 -0.90269 2.87988
N -0.95431 -2.01169 3.29208
C -0.38141 -2.62359 2.26648
O -0.34221 -2.21909 1.06758
C 0.20739 -3.94789 2.60078
C 0.60909 -4.25029 3.89808
C 1.12789 -5.49619 4.19368
C 1.23739 -6.45769 3.20068
C 0.85289 -6.15859 1.90328
C 0.34639 -4.90849 1.60388
H -4.35041 2.50311 0.57138
H -5.22651 4.00791 2.31398
H -4.58791 3.65291 4.68708
H -3.19471 1.70581 5.28768
H -2.03111 -0.25539 4.80338
H 0.50569 -3.49279 4.65758
H 1.45499 -5.71739 5.20238
H 1.62839 -7.43969 3.43548
H 0.95119 -6.90389 1.12268
H 0.03769 -4.65249 0.60158
O -3.73211 -2.51369 0.78058
H -3.38771 -2.15209 -0.04222
H -3.24581 -2.04669 1.46898
S -1.65271 -0.58639 -2.71972
Sb 0.27379 0.47091 -2.22842
C 0.07689 2.46591 -1.41212
C -1.20421 2.97081 -1.28992
C -1.39851 4.26311 -0.83212
C -0.31011 5.04651 -0.49032
C 0.96889 4.52841 -0.59182
C 1.16709 3.23681 -1.05462
C 0.91269 1.14901 -4.20302
C 1.09179 0.17491 -5.17162
C 1.34369 0.51581 -6.48652
C 1.43069 1.85131 -6.84432
C 1.26489 2.83281 -5.88362
C 0.99929 2.48031 -4.57102
C 1.88539 -0.98949 -2.12962
C 1.58349 -2.26359 -1.68182
C 2.58159 -3.21729 -1.58542
C 3.88349 -2.89569 -1.92922
C 4.18559 -1.61549 -2.35522
C 3.18719 -0.66099 -2.46182
H -2.05501 2.34551 -1.52892
H -2.40311 4.64751 -0.72052
H -0.45711 6.05471 -0.12282
H 1.81739 5.12091 -0.27672
H 2.16859 2.83071 -1.08992
H 1.00789 -0.86549 -4.88402
H 1.46199 -0.25839 -7.23342
H 1.61989 2.12851 -7.87242
H 1.33379 3.87781 -6.15952
H 0.85259 3.25081 -3.82452
H 0.56929 -2.50179 -1.38792
H 2.34359 -4.20539 -1.21842
H 4.66729 -3.63709 -1.85232
H 5.20879 -1.34959 -2.58392
H 3.42719 0.33941 -2.80262
S 3.50139 -0.41639 1.20078
C 2.06739 -0.02389 0.68578
N 1.02529 0.24591 0.19498
O 1.62009 2.70101 1.75808
Cl 0.41849 2.37081 2.44298
O 0.52039 1.07081 3.02268
O 0.20789 3.32811 3.47768
O -0.67791 2.40901 1.53138
```

Calculated values
**Energy above the lowest of the compared OMol25 structures with the same formula, charge and spin**: 241.1 kJ/mol
**LUMO**: 4.26 eV
**Charge**: -2
**Energy**: -3629.04896 a.u.
**Gap between HOMO and LUMO**: 6.38 eV

Mulliken population analysis, charges in e, atoms 1 to 2: 2.296, -0.900

---

# 6
Computed, not measured: C21H16I2N2O5ReSbSe4 as an isolated structure, with ωB97M-V/def2-TZVPD.

```
52
C21H16I2N2O5ReSbSe4, DFT ωB97M-V/def2-TZVPD
Re -1.23169 -0.78779 0.25021
I -0.49842 6.30044 2.92012
C -0.67780 4.53549 1.83854
C -1.74572 4.36673 0.96369
C -1.88966 3.18349 0.24722
I -3.46036 2.92890 -1.08344
C -0.94164 2.18315 0.41814
O -1.03443 1.01049 -0.25517
C 0.14221 2.34872 1.27969
C 1.10599 1.20608 1.37820
N 0.38423 -0.05443 1.75395
C -0.25980 0.02246 3.08496
C -1.65737 0.54194 2.95422
C -2.20865 1.36690 3.91488
C -3.51868 1.79191 3.77517
C -4.23540 1.36980 2.66815
C -3.61889 0.55816 1.74059
N -2.34722 0.13459 1.86963
C 0.27136 3.52807 1.99210
H -2.47045 5.15938 0.83649
H 1.87365 1.40379 2.12824
H 1.59411 1.01826 0.41947
H 1.09192 -0.78252 1.82090
H 0.32390 0.64342 3.76572
H -0.29006 -0.98888 3.50124
H -1.60700 1.67791 4.75759
H -3.96929 2.44222 4.51230
H -5.26046 1.66971 2.50631
H -4.15153 0.23442 0.86046
H 1.10947 3.66530 2.66346
Se -1.27817 -4.96840 -2.13836
Sb -2.33001 -4.45765 -0.17318
Se -0.32702 -2.85310 1.10038
Se -3.04367 -1.68436 -0.74417
Se -3.69100 -4.95513 1.59979
O 0.99411 -2.99854 -0.25009
C 1.01691 -2.07793 -1.17832
O 0.16885 -1.11793 -1.17541
C 1.99990 -2.16264 -2.21112
C 2.91154 -3.23088 -2.22615
C 3.86865 -3.34426 -3.21852
C 3.87137 -2.35664 -4.18702
O 4.68478 -2.25088 -5.23406
C 4.29641 -1.06822 -5.96035
O 3.20237 -0.49026 -5.24756
C 2.96099 -1.28861 -4.18202
C 2.01351 -1.15871 -3.21603
H 2.86414 -3.97933 -1.44799
H 4.57742 -4.15810 -3.24399
H 3.97510 -1.35863 -6.95958
H 5.13548 -0.37438 -5.97659
H 1.30602 -0.34350 -3.21274
```

Calculated values
**LUMO (alpha / beta)**: -8.49 / -8.49 eV
**Charge**: +2
**Energy**: -11814.70231 a.u.
**Gap between HOMO and LUMO (alpha / beta)**: 4.75 / 4.75 eV

Mulliken population analysis, charges in e, atoms 1 to 2: 0.766, 0.192

---

Copy entry 4 word for word.
Computed, not measured: a 9-piece molecular cluster, C9H36O9 overall at a distorted geometry, with ωB97M-V/def2-TZVPD.

```
54
C9H36O9, DFT ωB97M-V/def2-TZVPD
C -2.57331 -1.21364 0.85416
C -1.99201 -1.02156 -0.65306
C -2.13612 -2.27501 -1.50218
O -2.70178 0.11106 -1.24729
H -2.36565 -0.30996 1.41125
H -2.17994 -2.09957 1.41069
H -3.66268 -1.40161 0.84283
H -0.94055 -0.77090 -0.46528
H -3.20458 -2.59036 -1.57071
H -1.68950 -3.09651 -0.91802
H -1.57372 -2.18929 -2.45825
H -2.28616 0.82743 -0.73934
C 2.32540 1.11343 4.07620
C 1.72782 1.44909 2.70058
C 2.79417 1.51737 1.58458
O 0.58124 0.66544 2.40790
H 1.60705 1.38271 4.92138
H 3.29350 1.58266 4.28211
H 2.34607 0.02591 4.12058
H 1.26884 2.42776 2.72357
H 3.35198 0.51833 1.55230
H 3.43621 2.35563 1.73115
H 2.28866 1.69201 0.57398
H 0.94424 -0.17363 2.16892
C 1.60000 -1.91176 -3.70660
C 2.19651 -1.99495 -2.28440
C 3.61207 -1.50386 -2.13830
O 1.33032 -1.34256 -1.30447
H 1.46461 -0.89401 -4.05782
H 0.69134 -2.45004 -3.78181
H 2.36090 -2.47928 -4.31348
H 2.29160 -3.06050 -1.96152
H 4.18475 -2.04485 -2.96574
H 3.95230 -1.49606 -1.09395
H 3.52620 -0.46303 -2.48020
H 0.88755 -0.56790 -1.72134
O -3.53702 2.18282 1.81811
H -3.62291 1.31830 1.46084
H -3.41726 2.05690 2.75943
O -0.02562 0.72964 -2.49766
H -0.70698 0.84159 -3.19055
H -0.05539 1.48599 -1.96736
O -3.15958 3.68524 -4.03816
H -3.56196 3.88347 -3.16368
H -3.87018 3.84572 -4.69673
O -1.84258 0.22712 4.14993
H -1.65757 0.11656 5.05708
H -1.05086 0.19641 3.60910
O -0.71082 2.14738 0.19212
H -0.39141 1.58570 0.94681
H -1.23589 2.83366 0.56108
O 1.00298 -1.82511 1.24718
H 0.97777 -1.65907 0.27583
H 0.10795 -1.97034 1.47824
```

Calculated values
**Energy above the lowest of the compared OMol25 structures with the same formula, charge and spin**: 80.8 kJ/mol
**LUMO**: 0.51 eV
**Energy**: -1041.64002 a.u.
**Gap between HOMO and LUMO**: 10.34 eV

Mulliken population analysis, charges in e, atoms 1 to 2: -0.995, 1.587